# C26H72CaF6N12O10P4S2

A structure of composition C26H72CaF6N12O10P4S2 (wB97M-V/def2-TZVPD, the OMol25 dataset).

```
133
Properties=species:S:1:pos:R:3:mulliken_charge:R:1
Ca -0.0283 0.0266 0.2199 1.75
C 0.1942 1.3777 -4.4600 0.25
F -0.0585 2.4547 -5.1668 -0.22
F 0.1939 0.3248 -5.2272 -0.24
F 1.4797 1.3599 -3.9913 -0.15
S -1.1302 1.3729 -2.9759 1.08
O -1.3117 2.7843 -2.6042 -0.54
O -2.2976 0.6604 -3.5995 -0.61
O -0.4858 0.6192 -1.8257 -0.70
C 0.9795 -0.7224 4.7829 0.43
F 0.2209 -1.3383 5.7653 -0.23
F 0.4630 0.4542 4.5321 -0.11
F 2.2855 -0.5582 5.1204 -0.23
S 0.7521 -1.8616 3.2769 1.11
O -0.4269 -2.6179 3.4898 -0.66
O 0.6608 -0.9571 2.1297 -0.13
O 1.8793 -2.8167 3.2398 -0.67
O 2.0226 -1.1985 -0.5722 0.23
P 3.3816 -1.8820 -0.6236 -0.40
N 4.4478 -1.5935 0.7338 0.66
C 4.2694 -0.7636 1.8785 -0.67
C 5.8022 -2.1078 0.6509 -1.32
N 4.4101 -1.3048 -1.9436 0.40
C 4.4637 0.1343 -2.1153 -0.73
C 5.5582 -2.1683 -2.4651 -1.02
N 3.2275 -3.6307 -0.5959 0.19
C 2.4980 -4.3233 -1.6803 -1.25
C 3.0531 -4.3062 0.7223 -0.73
H 3.2315 -0.8620 2.1967 -0.33
H 4.5011 0.2754 1.6440 0.33
H 4.8884 -1.1209 2.7014 0.31
H 6.5260 -1.3903 0.2644 0.24
H 5.8428 -3.0068 0.0358 0.46
H 6.1649 -2.3833 1.6412 0.43
H 5.0152 0.3128 -3.0384 0.40
H 3.5037 0.5873 -2.3628 -0.04
H 4.9895 0.5832 -1.2726 0.28
H 5.3542 -3.2237 -2.6457 0.25
H 5.8577 -1.8795 -3.4726 0.41
H 6.4755 -2.0503 -1.8882 0.34
H 2.5847 -5.4096 -1.6567 0.41
H 1.4287 -4.1281 -1.5991 0.34
H 2.9533 -4.0970 -2.6445 0.26
H 3.7020 -4.0327 1.5543 0.26
H 3.1449 -5.3808 0.5649 0.45
H 2.0175 -4.1728 1.0353 0.03
O -0.9644 -2.0163 -0.5763 1.04
P -1.4862 -3.1622 -1.4200 -0.91
N -1.2158 -4.6441 -0.6196 0.67
C -0.6729 -4.6993 0.7416 -0.62
C -1.4792 -5.9399 -1.2662 -1.17
N -0.7643 -3.3696 -2.9671 1.00
C -0.0307 -2.2162 -3.4357 -0.94
C -1.1615 -4.2286 -3.9951 -1.43
N -3.1374 -3.0922 -1.8329 0.19
C -4.1572 -3.2543 -0.8418 -0.76
C -3.5690 -1.9793 -2.6581 -1.44
H -0.0252 -3.8477 0.9501 -0.43
H -0.2107 -5.6592 0.9716 0.51
H -1.4664 -4.6418 1.4866 0.36
H -2.4113 -6.0847 -1.8123 0.32
H -1.4834 -6.6707 -0.4574 0.50
H -0.7585 -6.2464 -2.0244 0.26
H -0.6632 -1.6509 -4.1200 0.58
H 0.2360 -1.4961 -2.6621 -0.50
H 0.8566 -2.4934 -4.0050 0.35
H -1.4446 -3.7686 -4.9418 0.36
H -0.3807 -4.9173 -4.3176 0.37
H -1.9974 -4.8944 -3.7805 0.36
H -5.0621 -3.5207 -1.3880 0.41
H -3.8697 -4.0550 -0.1604 0.33
H -4.3274 -2.3524 -0.2539 -0.03
H -3.0991 -1.7737 -3.6199 0.18
H -3.4561 -1.1621 -1.9457 0.55
H -4.6035 -2.1255 -2.9688 0.42
O 0.5050 2.2494 0.5493 0.10
P 1.3713 3.4922 0.6505 -0.95
N 2.1809 3.6216 2.1732 0.52
C 2.8412 2.3648 2.7169 -0.83
C 2.5126 4.8704 2.7743 -1.12
N 0.4248 4.9351 0.5071 0.29
C -0.5764 5.3145 1.4855 -0.97
C 0.2753 5.5795 -0.8218 -0.92
N 2.5586 3.6368 -0.5776 0.60
C 3.6243 4.6191 -0.6606 -1.12
C 2.1705 2.8750 -1.8025 -1.26
H 2.8617 2.4222 3.8051 0.44
H 3.8901 2.3354 2.4219 0.30
H 2.2495 1.4738 2.5065 -0.09
H 1.7321 5.6258 2.6834 0.35
H 3.4847 5.2286 2.4355 0.26
H 2.5170 4.7109 3.8526 0.35
H -0.6887 6.3983 1.4571 0.35
H -1.5566 4.9769 1.1488 0.20
H -0.3000 4.8857 2.4488 0.39
H -0.3533 4.9981 -1.4963 0.20
H -0.3960 6.4219 -0.6552 0.44
H 1.1781 5.9696 -1.2917 0.24
H 4.1298 4.5333 -1.6225 0.36
H 3.1525 5.5992 -0.7311 0.36
H 4.3522 4.6332 0.1505 0.22
H 1.6347 1.9873 -1.4664 0.04
H 3.0034 2.6301 -2.4615 0.55
H 1.5071 3.5511 -2.3419 0.38
O -2.1677 0.9017 1.0112 -0.04
P -3.4892 1.4174 1.5579 -1.21
N -3.5875 2.5616 2.7801 0.70
C -4.5701 3.5644 2.8549 -1.10
C -2.6312 2.5123 3.8294 -0.86
N -4.4619 0.1929 2.0987 0.65
C -3.7191 -1.0157 2.5935 -0.72
C -5.9132 0.2404 2.1405 -1.28
N -4.4261 2.1860 0.2708 0.13
C -4.0682 3.5229 -0.3410 -0.68
C -4.8694 1.3371 -0.8361 -0.89
H -4.9318 3.8587 3.8401 0.41
H -5.4489 3.2047 2.3196 0.30
H -4.0961 4.4622 2.4584 0.33
H -1.6277 2.6150 3.4167 0.07
H -2.6545 1.5141 4.2667 0.33
H -2.8413 3.2702 4.5842 0.38
H -3.6244 -1.6693 1.7264 -0.09
H -2.6731 -0.8323 2.8391 0.06
H -4.3167 -1.4893 3.3725 0.43
H -6.3293 1.1625 1.7346 0.41
H -6.2186 -0.6575 1.6034 0.37
H -6.1600 0.1631 3.1993 0.32
H -4.9513 4.0366 -0.7212 0.34
H -3.8369 4.2600 0.4279 0.10
H -3.4547 3.3747 -1.2297 0.18
H -5.5794 1.7954 -1.5245 0.47
H -5.4802 0.5023 -0.4926 0.26
H -4.0384 0.9922 -1.4515 0.08
```

Output
HOMO level = -0.3036 Ha
Energy above the lowest of the compared OMol25 structures with the same formula, charge and spin = 5.547 eV
E = -160064.09296 eV

# C26H72N6O10V2

A structure of composition C26H72N6O10V2 (wB97M-V/def2-TZVPD, the OMol25 dataset).

```
116
Properties=species:S:1:pos:R:3:lowdin_spin:R:1
O 3.0639 3.3441 0.4182 -0.26
V 2.7391 2.6349 -0.9715 1.27
O 2.3315 -1.5942 0.9343 -0.26
V 3.3059 -0.4347 0.4153 1.22
O 4.2750 1.2020 -0.3677 0.01
H 4.9791 1.6799 0.0758 0.00
C -0.5672 -0.0282 0.6402 0.00
C 0.2121 1.2127 0.2674 0.00
O 1.5638 0.9342 -0.0622 0.00
H -0.2377 -0.2935 1.6503 0.00
H -0.2558 -0.8787 0.0316 0.00
H -1.6370 0.1632 0.6800 0.00
H 0.1141 1.9262 1.0935 0.00
H -0.1966 1.7235 -0.6123 0.00
C 1.9177 -0.5383 3.8718 0.00
C 2.8181 0.5635 3.3280 0.01
C 3.4677 1.2839 4.5095 0.00
O 4.2750 2.2943 3.9033 0.00
C 4.7378 3.2521 4.8454 0.00
N 3.9247 -0.0787 2.5275 0.00
H 1.4198 -1.0135 3.0299 0.00
H 1.1618 -0.1558 4.5587 0.00
H 2.5030 -1.2343 4.4757 0.00
H 2.3344 1.3134 2.7024 0.00
H 4.1569 0.7277 5.1540 0.00
H 2.6818 1.6999 5.1480 0.00
H 5.2022 2.7846 5.7156 0.00
H 3.8634 3.8279 5.1690 0.00
H 5.4115 4.0149 4.4609 0.00
H 4.1916 -0.8854 3.0888 0.00
H 4.6665 0.6227 2.6330 0.00
C -0.9161 -6.5049 -0.5646 0.00
C -1.5160 -5.1034 -0.8223 0.00
C -1.1094 -4.0840 0.2228 0.00
O -1.6934 -4.3309 1.4677 0.00
C -1.4613 -3.2915 2.4082 0.00
N -0.9905 -4.5387 -2.0887 0.00
H -0.9854 -7.0413 -1.5070 0.00
H -1.5765 -6.9200 0.1956 0.00
H 0.0850 -6.4175 -0.1494 0.00
H -2.5921 -5.1931 -0.9824 0.00
H -1.4238 -3.0966 -0.1486 0.00
H -0.0113 -4.0554 0.2079 0.00
H -1.7525 -2.3248 1.9839 0.00
H -0.3904 -3.2782 2.6275 0.00
H -2.1061 -3.5287 3.2483 0.00
H -0.9745 -5.1777 -2.8710 0.00
H -1.5296 -3.7275 -2.3645 0.00
C 0.6026 5.1498 -4.0269 0.00
C 1.1837 4.8630 -2.6562 0.00
C 0.4713 5.5292 -1.5017 0.00
O 1.0426 5.0557 -0.3123 0.00
C 0.1890 5.0240 0.8109 0.00
N 1.1933 3.3807 -2.4149 0.00
H 1.1613 4.8121 -4.9031 0.00
H 0.4340 6.2032 -4.2600 0.00
H -0.3834 4.6792 -4.1016 0.00
H 2.2128 5.2434 -2.6412 0.00
H -0.5943 5.2706 -1.5753 0.00
H 0.4961 6.6195 -1.5114 0.00
H -0.2993 5.9605 1.0891 0.00
H 0.7403 4.7047 1.6938 0.00
H -0.5953 4.2836 0.6195 0.00
H 1.4235 3.0613 -3.3622 0.00
H 0.2446 2.9840 -2.2948 0.00
C 1.8043 -2.3491 -3.3090 0.00
C 2.3452 -2.4468 -1.8874 0.00
C 3.0877 -3.7525 -1.6678 0.00
O 3.6318 -3.7391 -0.3594 0.00
C 4.0870 -4.9934 0.1173 0.00
N 3.2105 -1.2767 -1.5996 0.00
H 1.2700 -1.4024 -3.3972 0.00
H 1.1571 -3.1625 -3.6369 0.00
H 2.6102 -2.4409 -4.0468 0.00
H 1.5301 -2.3229 -1.1716 0.00
H 3.8662 -3.8657 -2.4330 0.00
H 2.3932 -4.5971 -1.6726 0.00
H 4.5202 -4.8388 1.1034 0.00
H 4.8872 -5.3710 -0.5238 0.00
H 3.2630 -5.7031 0.2128 0.00
H 4.1607 -1.5443 -1.8868 0.00
H 2.9800 -0.5995 -2.3288 0.00
C -4.4493 -0.7809 1.8726 0.00
C -4.8801 -0.6972 3.3627 0.00
C -4.3043 0.5701 3.9627 0.00
O -2.9154 0.6339 4.1153 0.00
C -2.2976 -0.4798 4.6819 0.00
N -6.3520 -0.6434 3.3629 0.00
H -4.5500 0.2270 1.4570 0.00
H -5.0989 -1.3945 1.2525 0.00
H -3.3963 -1.0616 1.7560 0.00
H -4.5471 -1.5487 3.9586 0.00
H -4.8168 0.7923 4.9093 0.00
H -4.6678 1.3811 3.3229 0.00
H -1.2643 -0.3062 4.9803 0.00
H -2.3560 -1.4056 4.1040 0.00
H -2.7596 -0.7503 5.6442 0.00
H -6.7249 0.2011 2.9432 0.00
H -6.6976 -1.3975 2.7863 0.00
C -1.0935 0.1903 -3.5527 0.00
C -1.7060 1.5136 -3.9518 0.00
C -3.1195 1.3490 -4.5421 0.00
O -3.5229 2.6276 -4.9247 0.00
C -4.6204 2.6843 -5.8044 0.00
N -1.6775 2.4106 -2.7825 0.00
H -1.3986 -0.6520 -4.1813 0.00
H -1.5320 -0.1544 -2.6080 0.00
H -0.0075 0.2564 -3.5124 0.00
H -1.0746 1.9553 -4.7276 0.00
H -3.7411 0.8207 -3.8072 0.00
H -3.0474 0.6868 -5.4142 0.00
H -4.8474 3.7224 -6.0330 0.00
H -5.5391 2.2647 -5.3750 0.00
H -4.3822 2.0942 -6.6971 0.00
H -1.9841 1.9424 -1.9330 0.00
H -2.4352 3.0732 -2.9675 0.00
```

Output
2S+1 = 3
HOMO level (alpha / beta) = -0.4559 / -0.4559 Ha
Expectation value of S² = 2.09
Energy above the lowest of the compared OMol25 structures with the same formula, charge and spin = 0.000 eV
E = -108905.43228 eV
Charge = +2